Record 1
A structure of composition C47H47AsBCl5F3N4O7PY in a non-equilibrium geometry, computed with ωB97M-V/def2-TZVPD.

Last column: Mulliken charge in e.
Positions of all 117 atoms, in Å:
Y  0.656  -0.432  -0.087  -4.420
Cl  4.044  -0.724  1.228  -0.185
C  3.111  0.315  2.232  0.830
C  1.799  0.501  1.811  -0.878
C  1.099  1.481  2.510  0.834
Cl  -0.467  1.827  1.852  -0.252
C  1.607  2.174  3.597  -0.190
Cl  0.679  3.383  4.399  -0.235
C  2.895  1.870  4.036  0.616
Cl  3.535  2.660  5.426  -0.241
C  3.670  0.952  3.332  -0.057
Cl  5.276  0.619  3.862  -0.232
C  3.536  -4.946  1.298  -0.634
O  2.122  -4.975  1.242  -0.493
P  1.220  -3.589  1.084  0.435
O  1.972  -2.602  2.149  0.138
C  1.651  -2.571  3.524  -0.928
O  2.046  -2.846  -0.141  0.229
C  2.216  -3.560  -1.359  -0.728
H  3.902  -5.837  0.780  0.262
H  3.871  -4.962  2.338  0.234
H  3.930  -4.050  0.814  0.205
H  1.084  -3.453  3.832  0.376
H  1.069  -1.672  3.749  0.166
H  2.592  -2.536  4.080  0.308
H  3.207  -3.312  -1.744  0.157
H  1.471  -3.236  -2.084  -0.251
H  2.150  -4.635  -1.189  0.601
C  -3.509  5.407  -4.204  -0.519
C  -3.191  4.313  -4.990  -0.670
C  -2.547  3.218  -4.434  -0.368
C  -2.205  3.205  -3.087  0.441
C  -2.594  4.284  -2.295  0.027
C  -3.227  5.382  -2.848  -0.852
As  -1.078  1.779  -2.201  0.791
C  -0.156  1.333  -3.855  0.519
C  -0.498  0.355  -4.769  0.156
C  0.301  0.129  -5.879  -0.865
C  1.420  0.914  -6.102  -0.937
C  1.763  1.907  -5.203  -0.491
C  0.988  2.114  -4.069  -0.170
C  1.260  3.094  -3.027  -0.363
C  2.336  3.972  -2.999  -0.271
C  2.506  4.819  -1.920  -0.823
C  1.600  4.806  -0.872  -1.067
C  0.514  3.944  -0.900  -0.427
C  0.339  3.093  -1.973  0.477
H  -3.967  6.279  -4.649  0.354
H  -3.427  4.324  -6.046  0.408
H  -2.290  2.373  -5.063  0.299
H  -2.370  4.258  -1.234  0.362
H  -3.483  6.228  -2.226  0.405
H  -1.384  -0.239  -4.592  0.312
H  0.070  -0.666  -6.574  0.409
H  2.028  0.739  -6.980  0.453
H  2.643  2.515  -5.372  0.384
H  3.050  3.990  -3.811  0.389
H  3.356  5.487  -1.890  0.412
H  1.748  5.459  -0.026  0.430
H  -0.179  3.912  -0.069  0.519
F  -4.809  -6.096  5.924  -0.269
C  -3.814  -5.315  6.408  0.800
F  -4.370  -4.597  7.400  -0.296
F  -2.962  -6.173  7.014  -0.268
C  -3.160  -4.485  5.356  0.452
C  -3.190  -3.096  5.428  -0.674
C  -2.578  -2.346  4.449  -0.568
C  -1.925  -2.963  3.373  0.007
C  -1.900  -4.365  3.315  0.083
C  -2.512  -5.116  4.295  -1.146
C  -1.284  -2.173  2.394  0.314
C  -0.685  -1.462  1.599  0.447
H  -3.692  -2.614  6.254  0.443
H  -2.585  -1.268  4.501  0.517
H  -1.384  -4.846  2.497  0.481
H  -2.498  -6.196  4.253  0.374
C  -2.582  -4.450  -1.118  -1.927
C  -1.936  -3.473  -2.103  1.544
C  -1.418  -4.255  -3.317  -2.284
O  -0.803  -2.896  -1.450  -0.373
B  -0.787  -1.519  -1.539  3.274
O  -1.952  -1.119  -2.198  0.503
C  -2.816  -2.224  -2.478  2.172
C  -3.268  -2.164  -3.939  -2.366
C  -4.069  -2.064  -1.603  -2.258
H  -1.866  -5.242  -0.906  0.477
H  -3.488  -4.893  -1.526  0.314
H  -2.806  -3.953  -0.179  0.295
H  -0.752  -5.037  -2.958  0.533
H  -0.840  -3.608  -3.972  0.275
H  -2.231  -4.714  -3.874  0.378
H  -2.432  -2.265  -4.622  0.434
H  -3.742  -1.200  -4.118  0.573
H  -3.991  -2.952  -4.142  0.399
H  -3.809  -2.036  -0.548  0.337
H  -4.767  -2.879  -1.778  0.478
H  -4.560  -1.127  -1.867  0.439
C  4.156  -0.745  -4.801  -1.309
N  3.757  -0.047  -3.608  0.670
C  4.508  0.967  -3.111  -0.498
C  4.152  1.627  -1.997  -1.303
C  2.925  1.237  -1.331  0.113
O  2.459  1.827  -0.349  -0.380
N  2.245  0.168  -1.822  1.730
C  2.592  -0.473  -2.937  -0.634
O  1.944  -1.402  -3.408  -0.547
H  5.048  -1.350  -4.611  0.300
H  4.361  -0.039  -5.608  0.447
H  3.324  -1.393  -5.076  0.308
H  5.403  1.212  -3.676  0.478
H  4.731  2.436  -1.590  0.573
N  -4.209  1.421  -0.213  -0.914
N  -2.958  0.841  0.177  0.344
H  -4.846  0.733  -0.621  0.279
H  -4.005  2.122  -0.925  0.275
H  -2.672  0.075  -0.439  -0.515
H  -3.066  0.470  1.118  0.285

**E_LUMO**: 2.31 eV
**Net charge**: -1
**Energy**: -7805.965684 Ha

---

Record 2
A cluster of 6 separate species, H12O6 in total in a non-equilibrium geometry, computed with ωB97M-V/def2-TZVPD.

Last column: Mulliken charge in e.
Positions of all 18 atoms, in Å:
O  -1.878  0.527  -2.559  -0.540
H  -1.186  0.402  -3.162  0.259
H  -2.651  0.544  -3.103  0.281
O  1.206  -0.072  -2.124  -0.630
H  1.295  -0.573  -2.945  0.279
H  2.021  0.095  -1.691  0.287
O  0.759  -1.809  1.620  -0.559
H  0.612  -2.060  0.754  0.284
H  1.584  -2.230  1.817  0.281
O  -0.041  1.026  0.039  -0.676
H  0.182  0.801  -0.869  0.438
H  0.685  0.740  0.560  0.284
O  -1.926  -1.064  0.319  -0.609
H  -1.385  -0.268  0.329  0.348
H  -2.819  -0.776  0.214  0.274
O  1.465  1.351  3.523  -0.620
H  0.538  1.145  3.447  0.323
H  1.532  2.219  3.832  0.296

**E_LUMO**: 0.21 eV
**Net charge**: 0
**Energy**: -458.610422 Ha
**SMILES**: O.O.O.O.O.O
**Energy relative to the best compared isomer or geometry (same formula, charge and spin)**: 162.9 kJ/mol

---

Record 3
A cluster of 2 separate species, C5H14 in total in a non-equilibrium geometry, computed with ωB97M-V/def2-TZVPD.

Last column: Mulliken charge in e.
Positions of all 19 atoms, in Å:
C  -1.044  -1.096  -0.027  -1.036
C  0.296  -1.181  0.763  -0.070
C  0.742  -2.677  0.977  -1.228
H  -0.842  -0.957  -1.033  0.343
H  -1.614  -2.014  0.288  0.392
H  -1.547  -0.098  0.289  0.144
H  1.081  -0.776  0.218  0.289
H  0.145  -0.615  1.757  0.245
H  0.642  -3.092  -0.065  0.281
H  1.654  -2.951  1.421  0.389
H  0.064  -3.160  1.728  0.278
C  -0.354  1.741  -1.153  -0.659
C  0.423  2.916  -0.369  -0.902
H  -1.184  1.629  -0.560  0.128
H  -0.597  2.306  -2.132  0.350
H  0.101  0.807  -1.408  0.178
H  0.210  3.066  0.663  0.339
H  0.425  3.685  -1.129  0.289
H  1.400  2.467  -0.228  0.248

**E_LUMO**: 1.12 eV
**Net charge**: 0
**Energy**: -198.818605 Ha
**SMILES**: CCC.CC
**Energy relative to the best compared isomer or geometry (same formula, charge and spin)**: 185.2 kJ/mol

---

Record 4
A structure of composition ClH6NiO3 in a non-equilibrium geometry, computed with ωB97M-V/def2-TZVPD.

Last column: Mulliken charge in e.
Positions of all 11 atoms, in Å:
Ni  19.356  -5.928  3.404  0.899
Cl  18.299  -5.016  5.119  -0.084
O  18.401  -2.464  7.637  -0.585
H  18.479  -1.683  7.078  0.327
H  18.807  -3.174  7.133  0.275
O  15.594  -3.161  5.424  -0.543
H  15.772  -2.365  5.935  0.342
H  16.450  -3.575  5.299  0.290
O  16.386  -6.770  7.028  -0.529
H  16.565  -6.023  7.610  0.335
H  16.969  -6.662  6.273  0.272

**Expectation value of S²**: 2.009
**E_LUMO (alpha / beta)**: -8.46 / -10.33 eV
**Net charge**: +1
**Spin multiplicity**: 3
**Energy**: -2197.399173 Ha
**Energy relative to the best compared isomer or geometry (same formula, charge and spin)**: 0.0 kJ/mol

---

Record 5
A structure of composition C3H3NO2S2 in a non-equilibrium geometry, computed with ωB97M-V/def2-TZVPD.

Last column: Mulliken charge in e.
Positions of all 11 atoms, in Å:
C  0.155  -0.641  -0.777  -0.079
C  -1.859  0.130  -0.128  0.611
C  0.568  0.641  -0.023  0.511
N  -1.236  -0.733  -0.757  -0.509
O  -2.808  0.554  0.381  -0.437
O  -0.405  1.135  0.495  -0.456
S  2.180  1.343  -0.042  -0.169
S  0.907  -1.926  0.357  -0.183
H  0.542  -0.796  -1.826  0.393
H  1.914  2.101  1.031  0.175
H  0.042  -1.808  1.289  0.143

**E_LUMO**: -0.08 eV
**Net charge**: 0
**Energy**: -1117.694268 Ha
**Energy relative to the best compared isomer or geometry (same formula, charge and spin)**: 83.6 kJ/mol